[1]
49
Properties=species:S:1:pos:R:3:forces:R:3:mulliken_charge:R:1 method="wB97M-V/def2-TZVPD" de_lowest_kj_mol=180.64 lumo_ev=-4.32 homo_energy_ev=-11.205 charge=+1 orbital_gap_ev=6.89
Ir 0.278 -0.246 -0.994 0.9 0.2 -0.3 1.654
F -1.640 -4.855 -0.336 0.0 0.0 0.0 -0.196
C -0.540 -4.137 -0.376 0.0 0.1 0.1 0.718
F 0.521 -4.905 -0.203 0.0 0.0 0.0 -0.223
F -0.579 -3.228 0.605 0.0 0.0 0.0 -0.194
S -0.453 -3.274 -2.039 -0.2 0.6 -0.1 0.983
O -0.891 -1.873 -1.771 -0.2 -0.7 0.3 -0.730
O -1.259 -4.034 -2.915 0.1 0.1 0.0 -0.553
N 1.078 -3.287 -2.446 0.0 -0.2 0.0 -0.494
S 1.998 -2.182 -1.874 -0.2 -0.2 0.5 0.989
O 1.836 -1.959 -0.422 0.1 0.0 -0.1 -0.852
O 1.917 -0.893 -2.565 -0.2 0.1 -0.1 -0.764
C 3.673 -2.924 -2.082 0.1 0.2 -0.1 0.523
F 3.683 -4.104 -1.503 0.0 0.0 0.0 -0.172
F 4.526 -2.108 -1.477 0.0 0.0 0.0 -0.171
F 3.959 -3.020 -3.360 0.0 0.0 -0.1 -0.168
C 3.056 0.439 1.659 -0.1 0.1 0.0 -0.277
C 2.999 1.407 0.476 0.0 -0.1 0.2 -0.749
S 1.551 1.591 -0.612 -0.2 0.1 0.1 0.002
C 0.368 2.650 0.258 0.0 0.0 0.2 -0.615
C -0.477 1.956 1.314 0.0 0.1 -0.2 -0.654
S -0.821 0.201 0.937 -0.1 -0.3 -0.1 -0.121
C 0.213 -0.780 2.100 -0.1 0.0 0.0 0.082
C 0.760 -0.124 3.349 0.1 0.0 0.0 -1.111
S 2.165 1.023 3.135 0.0 0.0 -0.1 -0.145
H 4.103 0.378 1.957 0.0 0.0 0.0 0.529
H 2.773 -0.571 1.376 0.0 0.0 0.0 -0.060
H 3.800 1.187 -0.232 0.0 -0.1 0.0 0.509
H 3.160 2.428 0.826 0.1 0.0 0.0 0.541
H -0.256 2.976 -0.569 -0.1 0.1 0.0 0.018
H 0.891 3.522 0.659 0.0 -0.1 0.0 0.659
H -1.457 2.431 1.393 0.0 0.0 -0.1 0.460
H 0.008 1.959 2.281 0.0 0.1 0.1 0.426
H 1.022 -1.192 1.510 0.0 -0.1 0.0 -0.336
H -0.430 -1.620 2.371 0.0 0.2 0.0 0.558
H 1.070 -0.930 4.014 0.0 0.0 0.0 0.501
H 0.004 0.454 3.885 0.0 0.0 0.0 0.493
Se -1.068 1.172 -2.436 -0.1 0.0 0.0 0.069
C -2.528 1.819 -1.371 0.0 0.0 0.0 -0.161
C -2.801 3.186 -1.396 0.1 -0.1 0.1 -0.501
C -3.873 3.687 -0.673 0.0 0.0 0.1 -0.580
C -4.660 2.834 0.091 0.0 0.0 0.0 -0.523
C -4.391 1.471 0.107 0.0 0.0 0.0 -0.569
C -3.338 0.957 -0.635 -0.1 0.1 -0.2 -0.112
H -2.177 3.853 -1.980 0.0 0.0 0.0 0.498
H -4.090 4.746 -0.703 0.0 0.0 0.0 0.406
H -5.491 3.229 0.659 0.0 0.0 0.0 0.416
H -5.021 0.800 0.677 0.0 0.0 0.0 0.441
H -3.172 -0.109 -0.672 0.0 -0.1 0.0 0.555

***

[2]
118
Properties=species:S:1:pos:R:3:forces:R:3:mulliken_charge:R:1 method="wB97M-V/def2-TZVPD" de_lowest_kj_mol=175.08 lumo_ev=-5.76 homo_energy_ev=-10.130 charge=+1 orbital_gap_ev=4.37
Hg -3.390 2.090 -0.316 1.7 -2.3 -0.9 1.867
C -0.698 -0.283 -0.913 -0.7 0.9 1.5 0.259
O -1.592 0.782 -0.978 -0.7 1.4 -1.3 0.127
H -0.063 -0.165 -0.035 0.3 -0.4 0.4 -0.169
H -1.225 -1.235 -0.846 0.0 -0.5 0.0 -0.173
H 0.020 -0.323 -1.733 -0.1 0.2 -0.7 -0.177
C 0.436 -1.393 6.643 0.9 1.1 0.1 -0.777
C 1.812 -0.828 6.215 -0.6 -0.7 -1.0 -0.577
N 2.217 -1.331 4.864 0.6 0.2 -0.2 0.042
C 1.698 -0.336 3.875 -0.2 -0.3 1.9 -0.450
C 1.767 -0.667 2.441 0.5 -1.2 -0.5 0.036
C 3.699 -1.401 4.794 -0.2 0.0 1.3 -0.339
C 4.273 -2.534 5.695 -0.7 -0.2 -1.1 -1.275
H 0.241 -0.884 7.587 -0.3 -0.5 0.3 0.450
H 0.529 -2.475 6.740 -0.3 0.1 0.1 0.307
H -0.397 -1.116 5.996 0.2 -0.2 -0.3 -0.315
H 1.855 0.259 6.146 -0.4 0.3 0.3 0.279
H 2.510 -1.099 7.007 0.2 -0.2 -0.4 0.596
H 0.643 -0.243 4.134 0.0 0.4 0.1 -0.103
H 2.208 0.610 4.055 -0.1 0.5 0.1 0.306
H 2.802 -0.773 2.114 0.0 0.3 -0.3 0.130
H 1.323 -1.653 2.304 -0.3 0.0 -0.3 0.341
H 1.228 0.090 1.871 0.2 -0.1 -0.2 -0.497
H 4.104 -0.472 5.194 0.1 0.5 0.0 0.317
H 4.047 -1.431 3.761 -0.1 -0.5 0.0 0.325
H 3.991 -3.487 5.249 0.3 -0.2 -0.1 0.312
H 3.822 -2.568 6.686 0.1 0.4 0.0 0.316
H 5.357 -2.479 5.796 -0.1 0.1 -0.1 0.383
C 0.326 2.770 -3.966 -0.5 0.2 1.6 0.316
C -0.264 1.461 -4.394 0.5 -1.0 -1.0 0.197
C -1.416 1.769 -5.291 -0.5 -0.1 -0.9 -0.913
S -2.376 2.974 -4.337 0.7 0.9 -0.7 0.914
O -3.266 2.305 -3.394 0.3 0.4 0.1 -0.441
O -2.892 4.011 -5.220 0.2 -1.0 0.9 -0.753
C -0.860 3.618 -3.413 -0.9 -0.4 -1.1 -0.398
H 0.863 3.261 -4.777 -0.3 0.1 -0.1 0.440
H 1.067 2.451 -3.233 0.1 0.8 0.5 -0.620
H -0.588 0.798 -3.592 0.1 0.3 0.4 -0.607
H 0.535 0.952 -4.934 -0.2 -0.4 -0.2 0.536
H -1.943 0.900 -5.684 -0.5 0.1 0.5 0.452
H -1.091 2.293 -6.190 0.0 0.4 0.1 0.442
H -1.192 3.468 -2.386 0.7 -0.1 0.1 -0.291
H -0.860 4.674 -3.683 0.2 -0.1 0.2 0.588
C -2.459 -0.631 4.081 -1.8 0.3 -1.0 0.441
C -2.526 -2.056 3.495 0.9 1.0 -0.4 -1.151
C -3.009 -1.947 2.020 0.6 -0.7 0.7 -0.169
S -4.300 -0.652 1.988 -1.6 -4.2 2.5 0.731
O -5.604 -1.344 1.814 2.3 1.8 0.5 -0.677
O -3.947 0.369 1.056 0.2 1.2 -0.6 -0.516
C -3.905 -0.120 3.772 -0.6 0.6 -0.3 -1.178
H -1.738 -0.029 3.528 0.1 0.0 0.0 -0.482
H -2.188 -0.553 5.134 -0.4 -0.2 -0.1 0.440
H -3.216 -2.706 4.033 0.2 0.1 0.2 0.411
H -1.501 -2.425 3.522 -0.2 -0.6 -0.1 0.471
H -3.343 -2.961 1.801 -0.9 0.4 -0.5 0.577
H -2.202 -1.763 1.310 0.0 0.6 0.1 -0.080
H -4.669 -0.519 4.439 0.1 -0.9 -0.2 0.468
H -4.181 0.931 3.865 0.8 0.4 -0.5 0.511
C 3.335 0.521 -2.474 -1.1 0.7 0.6 0.791
C 4.061 1.816 -2.902 0.8 -0.6 0.6 -0.913
C 4.128 2.775 -1.705 -1.3 -0.7 0.3 -0.641
S 4.315 1.699 -0.133 1.1 -0.7 -0.1 0.881
O 3.375 2.107 0.918 0.5 -0.3 -1.5 -0.467
O 5.724 1.572 0.274 -2.0 0.1 -1.0 -0.681
C 3.694 0.107 -1.034 0.8 0.2 -0.6 -0.622
H 3.445 -0.292 -3.192 0.5 0.0 0.1 0.299
H 2.263 0.714 -2.491 -0.3 0.2 0.0 -0.861
H 3.528 2.242 -3.751 0.2 0.2 0.1 0.402
H 5.081 1.588 -3.208 0.0 -0.1 -0.2 0.413
H 3.119 3.172 -1.590 -0.1 0.1 0.3 0.168
H 4.778 3.641 -1.827 0.4 -0.5 0.4 0.513
H 2.918 -0.438 -0.497 -0.2 0.7 0.2 0.239
H 4.457 -0.657 -1.182 0.7 0.5 0.8 0.483
C 0.642 -3.561 -3.728 0.4 -1.1 0.7 -0.555
C 1.946 -3.194 -4.406 0.6 0.0 0.6 -0.259
C 3.095 -3.821 -3.629 -0.3 -0.1 1.6 -0.892
S 2.543 -3.966 -1.778 -1.3 -1.6 -1.2 0.930
O 3.186 -2.957 -0.933 -0.4 -1.3 -0.8 -0.504
O 2.449 -5.419 -1.442 0.6 3.1 -0.3 -0.666
C 0.840 -3.384 -2.187 -0.6 1.1 -1.0 0.225
H 0.454 -4.621 -3.894 -0.1 -0.1 -0.1 0.422
H -0.170 -3.030 -4.226 -0.2 0.2 0.7 0.114
H 2.069 -2.112 -4.366 -0.1 0.1 -0.4 -0.073
H 1.988 -3.598 -5.417 -0.1 0.5 -0.1 0.443
H 3.988 -3.198 -3.590 0.1 -0.4 -0.2 0.422
H 3.231 -4.851 -3.960 0.5 0.1 0.3 0.408
H 0.812 -2.312 -1.992 0.4 0.1 0.2 -0.612
H 0.002 -3.783 -1.616 0.5 -0.6 0.2 0.605
C 1.146 4.328 1.819 -0.7 -0.8 -0.1 -0.571
C 0.087 5.402 2.118 -0.6 -0.8 0.7 -0.813
C -1.139 4.686 2.841 -0.5 -0.4 -1.8 -0.778
S -1.058 2.837 2.494 3.9 3.7 -0.8 1.153
O -2.262 2.422 1.799 -0.9 -0.5 0.1 -0.617
O -0.538 2.229 3.686 -0.9 -0.9 0.0 -0.582
C 0.376 3.070 1.268 -0.8 0.3 0.6 0.385
H 1.667 4.089 2.746 0.1 -0.3 -0.1 0.369
H 1.890 4.681 1.104 -0.1 -0.2 0.0 0.357
H -0.274 5.846 1.190 -0.2 -0.2 -0.1 0.331
H 0.472 6.257 2.674 0.1 -0.3 0.3 0.369
H -1.995 4.970 2.228 -0.3 0.0 0.4 0.301
H -1.424 4.811 3.886 0.7 0.2 0.0 0.490
H -0.117 3.251 0.312 -0.2 0.4 -0.1 -0.239
H 0.909 2.136 1.089 0.3 0.1 0.7 -0.211
C -3.700 -2.735 -2.816 0.0 -0.1 0.2 -0.437
C -3.766 -2.043 -4.213 -2.0 -0.3 1.5 -0.914
C -3.944 -0.530 -3.899 0.0 -1.0 -0.3 0.131
S -5.167 -0.474 -2.479 1.3 -1.7 -0.3 0.736
O -6.527 -0.627 -2.938 0.8 0.7 0.1 -0.632
O -4.790 0.571 -1.533 -0.5 0.6 -0.2 -0.467
C -4.641 -2.083 -1.761 1.1 0.9 -0.3 0.174
H -2.697 -2.619 -2.404 0.1 -0.3 -0.1 -0.150
H -3.958 -3.793 -2.871 0.3 0.0 -0.2 0.464
H -4.690 -2.485 -4.585 0.0 0.4 -0.8 0.372
H -2.933 -2.322 -4.857 0.0 0.3 0.1 0.377
H -4.318 0.098 -4.708 -0.2 -0.1 0.1 0.687
H -2.934 -0.211 -3.640 -0.4 0.6 0.8 -0.578
H -5.494 -2.619 -1.346 0.0 0.0 -0.5 0.539
H -3.950 -1.854 -0.949 -0.5 0.4 0.3 -0.457

***

[3]
8
Properties=species:S:1:pos:R:3:forces:R:3:mulliken_charge:R:1 method="wB97M-V/def2-TZVPD" de_lowest_kj_mol=998.63 lumo_ev="-0.55 / -0.40" homo_energy_ev="-9.544 / -9.378" charge=0 orbital_gap_ev="8.99 / 8.98"
N -1.272 -0.334 1.557 -0.5 1.6 -2.7 0.213
O 0.731 1.471 -1.844 0.0 -0.1 -2.1 -0.311
O -1.018 0.192 0.442 -1.0 0.3 0.3 -0.177
O 0.328 0.084 -1.603 -0.3 -0.1 0.9 0.002
O 0.471 -0.153 -0.313 0.7 -0.2 -0.5 -0.146
P -0.664 -1.273 2.607 1.6 -1.4 1.5 0.026
H 0.762 1.455 -2.873 -0.1 0.0 2.4 0.349
H 0.663 -1.441 2.027 -0.4 -0.1 0.2 0.042

***

[4]
11
Properties=species:S:1:pos:R:3:forces:R:3:mulliken_charge:R:1 method="wB97M-V/def2-TZVPD" de_lowest_kj_mol=309.97 lumo_ev=-2.14 homo_energy_ev=-8.306 charge=0 orbital_gap_ev=6.17
C -0.615 0.155 0.056 0.8 -2.0 -0.3 0.893
C 1.889 0.012 -0.175 3.1 3.5 -2.2 -0.161
C -1.890 -0.564 -0.185 0.3 -0.6 0.8 -0.471
H -0.951 3.515 0.612 -0.8 -1.1 -0.8 0.198
H 1.414 1.093 -0.806 1.2 -3.9 2.1 0.266
H -2.717 0.073 -0.343 -1.0 0.7 -0.4 0.284
N -0.338 1.393 -0.026 -1.7 -0.7 1.2 -0.456
S -1.692 2.466 0.031 1.2 1.2 0.3 -0.171
S 0.749 -1.163 0.387 -0.3 2.8 -1.0 -0.023
S 3.601 0.106 -0.129 -3.2 -0.8 0.3 -0.183
S -2.138 -2.162 -0.131 0.3 0.8 0.0 -0.178

***

[5]
49
Properties=species:S:1:pos:R:3:forces:R:3:mulliken_charge:R:1 method="wB97M-V/def2-TZVPD" lumo_ev=6.22 homo_energy_ev=-2.530 charge=-3 orbital_gap_ev=8.75
Li 0.529 -0.475 0.085 -0.7 1.0 0.1 1.020
N 0.206 4.008 -1.445 0.5 -0.5 1.9 -0.272
S -0.396 4.987 -0.350 -1.8 1.0 -0.1 0.932
O 0.283 6.225 -0.088 0.2 -0.3 -0.4 -0.641
O -0.996 4.328 0.771 0.3 -0.1 0.5 -0.547
F -1.718 5.491 -1.133 0.5 -0.1 -0.4 -0.319
S 1.135 2.990 -0.536 0.6 0.1 -1.1 1.024
O 0.479 1.917 0.147 -0.2 -0.1 -0.3 -0.232
O 2.157 3.694 0.176 -0.1 0.0 0.2 -0.642
F 1.865 2.320 -1.730 0.1 -0.1 -0.1 -0.228
N 1.516 -2.212 -0.004 -0.3 -2.7 -3.2 -0.218
S 2.224 -2.772 -1.406 4.3 3.3 -0.5 0.986
O 1.501 -2.894 -2.621 -0.8 -0.7 0.4 -0.501
O 3.281 -3.684 -1.102 -0.5 -0.6 -0.1 -0.649
F 3.036 -1.408 -1.667 -0.2 -0.2 0.2 -0.294
S 0.354 -3.335 -0.050 -4.4 0.9 5.7 1.085
O 0.617 -4.665 0.392 1.2 -0.5 -1.3 -0.675
O -0.770 -3.097 -0.896 0.8 -0.3 -1.1 -0.497
F -0.270 -2.777 1.361 0.1 0.0 -0.3 -0.334
N 2.914 -1.234 3.225 -1.1 -0.5 1.5 -0.290
S 2.534 -2.396 4.276 1.5 -0.6 -0.8 1.055
O 1.402 -3.162 3.932 -1.3 -0.5 -0.3 -0.540
O 2.731 -2.125 5.659 0.5 0.3 0.4 -0.614
F 3.744 -3.344 3.861 0.2 0.1 0.2 -0.290
S 1.839 -0.090 3.417 1.2 2.6 -1.2 0.885
O 1.508 0.310 4.743 -0.5 -0.6 0.5 -0.628
O 0.819 -0.057 2.418 -0.4 -0.5 -0.3 -0.299
F 2.774 1.134 2.966 0.0 -0.4 -0.1 -0.323
N -1.089 1.481 -3.952 2.5 -1.4 -1.3 -0.414
S 0.286 1.457 -4.919 -2.1 3.5 -0.1 0.997
O 0.639 0.286 -5.628 0.1 -0.9 -0.1 -0.577
O 1.289 2.338 -4.430 0.4 -0.4 0.1 -0.533
F -0.423 2.377 -6.049 0.2 -0.2 -0.2 -0.339
S -0.908 0.119 -3.166 -1.2 -0.4 3.0 1.042
O 0.172 0.117 -2.206 0.2 -0.4 -0.6 -0.316
O -1.197 -1.071 -3.887 0.0 -0.3 -0.2 -0.560
F -2.148 0.284 -2.162 -0.2 0.2 -0.7 -0.336
C -3.463 -2.445 0.138 0.4 0.0 -0.8 -0.563
O -3.558 -1.409 1.110 0.0 -0.1 0.2 -0.442
C -2.564 -0.511 1.104 -0.1 0.2 -0.5 0.404
O -1.597 -0.550 0.389 0.2 0.1 0.4 0.202
O -2.906 0.462 1.938 0.2 -0.4 0.3 -0.444
C -2.057 1.602 1.944 0.7 1.5 -0.4 -0.412
H -2.856 -3.287 0.466 -0.2 0.0 0.4 0.208
H -2.957 -2.091 -0.761 -0.1 0.2 0.1 0.170
H -4.481 -2.722 -0.129 0.0 -0.1 0.3 0.318
H -2.493 2.342 2.612 -0.2 -0.3 0.1 0.304
H -1.973 2.076 0.967 -0.4 -0.2 -0.2 0.266
H -1.013 1.468 2.219 -0.2 -0.8 0.3 0.069

***

[6]
35
Properties=species:S:1:pos:R:3:forces:R:3:mulliken_charge:R:1 method="wB97M-V/def2-TZVPD" de_lowest_kj_mol=1466.30 lumo_ev=-0.65 homo_energy_ev=-8.274 charge=0 orbital_gap_ev=7.62
C -4.362 -2.986 -0.526 -1.6 -1.3 -3.6 -1.422
C -4.636 -1.585 -0.202 -9.0 -4.0 -0.6 -0.033
H -5.093 -1.468 0.767 -0.4 -0.2 0.7 0.346
H -5.435 -1.154 -0.934 0.8 -0.9 1.0 0.249
O -3.573 -0.961 -0.314 7.2 9.5 1.3 -0.199
C -3.818 0.429 0.162 -0.8 1.5 -1.2 0.366
O -4.916 0.907 0.488 4.2 -2.4 -1.0 -0.511
C -2.475 1.220 -0.013 0.1 -1.9 2.1 0.381
N -2.380 2.474 0.218 -0.5 -1.0 -0.4 -0.550
O -1.002 2.785 0.249 -8.2 10.6 1.5 -0.214
C -0.237 1.886 0.078 4.0 -13.2 0.2 0.190
C 0.600 1.626 1.206 0.9 -5.8 2.4 -1.406
O 1.599 0.249 1.084 -3.6 4.9 0.4 -0.561
C 2.716 0.603 0.464 2.4 -4.9 -2.3 0.804
C 3.131 1.655 -0.334 -10.5 2.9 6.9 -0.487
C 4.234 1.623 -0.830 14.1 -0.3 -10.2 -0.490
C 5.083 0.330 -1.045 -7.0 6.5 2.7 -0.899
C 4.577 -0.713 -0.394 8.0 2.5 -6.0 -0.499
C 3.552 -0.562 0.225 -13.7 -1.1 10.7 0.329
C 2.996 -1.869 1.051 1.4 -2.2 -2.8 -0.094
O 3.556 -2.975 0.748 -2.6 4.1 2.0 -0.536
H 1.986 -1.726 1.690 2.5 -0.8 -1.1 0.227
H 5.157 -1.471 -0.503 2.8 -5.8 0.0 0.751
H 5.887 0.542 -1.513 5.6 0.4 -3.2 0.638
H 4.629 2.737 -1.676 -1.1 -3.5 3.0 0.150
H 2.678 2.619 -0.129 -0.5 0.2 -0.7 0.346
H 1.249 2.280 1.507 4.1 4.2 0.8 0.878
H 0.106 1.468 2.138 -1.0 -0.8 0.4 0.373
H 0.360 1.854 -0.709 2.4 0.7 -4.4 0.691
C -1.100 0.465 -0.069 -2.7 8.1 -7.6 -0.874
H -1.090 0.195 -1.196 0.4 -0.1 1.8 0.285
H -0.988 -0.326 0.446 1.0 -5.3 4.2 0.693
H -5.273 -3.566 -0.619 -0.4 0.0 0.3 0.409
H -3.731 -3.537 0.078 1.5 -0.7 1.5 0.375
H -3.986 -3.046 -1.591 0.0 0.1 1.1 0.291

***

What did the sixth record say?
35
Properties=species:S:1:pos:R:3:forces:R:3:mulliken_charge:R:1 method="wB97M-V/def2-TZVPD" de_lowest_kj_mol=1466.30 lumo_ev=-0.65 homo_energy_ev=-8.274 charge=0 orbital_gap_ev=7.62
C -4.362 -2.986 -0.526 -1.6 -1.3 -3.6 -1.422
C -4.636 -1.585 -0.202 -9.0 -4.0 -0.6 -0.033
H -5.093 -1.468 0.767 -0.4 -0.2 0.7 0.346
H -5.435 -1.154 -0.934 0.8 -0.9 1.0 0.249
O -3.573 -0.961 -0.314 7.2 9.5 1.3 -0.199
C -3.818 0.429 0.162 -0.8 1.5 -1.2 0.366
O -4.916 0.907 0.488 4.2 -2.4 -1.0 -0.511
C -2.475 1.220 -0.013 0.1 -1.9 2.1 0.381
N -2.380 2.474 0.218 -0.5 -1.0 -0.4 -0.550
O -1.002 2.785 0.249 -8.2 10.6 1.5 -0.214
C -0.237 1.886 0.078 4.0 -13.2 0.2 0.190
C 0.600 1.626 1.206 0.9 -5.8 2.4 -1.406
O 1.599 0.249 1.084 -3.6 4.9 0.4 -0.561
C 2.716 0.603 0.464 2.4 -4.9 -2.3 0.804
C 3.131 1.655 -0.334 -10.5 2.9 6.9 -0.487
C 4.234 1.623 -0.830 14.1 -0.3 -10.2 -0.490
C 5.083 0.330 -1.045 -7.0 6.5 2.7 -0.899
C 4.577 -0.713 -0.394 8.0 2.5 -6.0 -0.499
C 3.552 -0.562 0.225 -13.7 -1.1 10.7 0.329
C 2.996 -1.869 1.051 1.4 -2.2 -2.8 -0.094
O 3.556 -2.975 0.748 -2.6 4.1 2.0 -0.536
H 1.986 -1.726 1.690 2.5 -0.8 -1.1 0.227
H 5.157 -1.471 -0.503 2.8 -5.8 0.0 0.751
H 5.887 0.542 -1.513 5.6 0.4 -3.2 0.638
H 4.629 2.737 -1.676 -1.1 -3.5 3.0 0.150
H 2.678 2.619 -0.129 -0.5 0.2 -0.7 0.346
H 1.249 2.280 1.507 4.1 4.2 0.8 0.878
H 0.106 1.468 2.138 -1.0 -0.8 0.4 0.373
H 0.360 1.854 -0.709 2.4 0.7 -4.4 0.691
C -1.100 0.465 -0.069 -2.7 8.1 -7.6 -0.874
H -1.090 0.195 -1.196 0.4 -0.1 1.8 0.285
H -0.988 -0.326 0.446 1.0 -5.3 4.2 0.693
H -5.273 -3.566 -0.619 -0.4 0.0 0.3 0.409
H -3.731 -3.537 0.078 1.5 -0.7 1.5 0.375
H -3.986 -3.046 -1.591 0.0 0.1 1.1 0.291